Arrangement 1

Density functional theory data (ωB97M-V/def2-TZVPD) for a 3-piece molecular cluster, C3H11NO3 overall.

Computed properties:
Kohn-Sham gap, eV: 10.61
LUMO energy, eV: 0.70
Structure (SMILES): CCNC=O.O.O

XYZ file:
```
18
C3H11NO3 (ωB97M-V/def2-TZVPD)
C -1.1045 1.9790 0.7088
C -1.3930 1.0214 -0.4337
N -1.5324 -0.3711 0.1559
C -1.1067 -1.3915 -0.6627
O -0.3234 -2.2655 -0.3997
H -0.9403 2.9979 0.3458
H -1.9929 2.0549 1.3478
H -0.2499 1.7041 1.3180
H -0.5930 0.9979 -1.1685
H -2.4009 1.1204 -0.8292
H -1.3418 -0.5826 1.1227
H -1.6268 -1.3765 -1.6327
O 2.1405 -1.3525 -1.2123
H 1.3930 -1.1751 -1.7775
H 2.1067 -2.3217 -1.1137
O 2.9962 -0.2210 1.7932
H 2.7980 0.2866 0.9931
H 3.1713 -1.1048 1.4449
```



Arrangement 2

Density functional theory data (ωB97M-V/def2-TZVPD) for a 3-piece molecular cluster, C3H11NO3 overall.

Computed properties:
Kohn-Sham gap, eV: 11.07
LUMO energy, eV: 0.60
Structure (SMILES): CCC(N)=O.O.O

XYZ file:
```
18
C3H11NO3 (ωB97M-V/def2-TZVPD)
C 0.4389 -0.7143 1.5424
C -0.3118 0.5966 1.3439
C 0.1651 1.2572 0.0665
N 0.6521 2.5140 0.2077
O 0.1864 0.7035 -1.0294
H 0.2199 -1.3922 0.7201
H 1.5083 -0.6697 1.7191
H 0.0646 -1.2285 2.4334
H -0.1643 1.2642 2.1873
H -1.3484 0.3200 1.1674
H 0.3844 3.0666 1.0013
H 1.0749 3.0136 -0.5561
O 0.5801 -2.7376 -1.5999
H 0.0106 -1.9608 -1.5049
H 1.3872 -2.3975 -1.9998
O -1.7925 -0.8338 -1.7542
H -1.1794 -0.2261 -1.2761
H -1.8763 -0.5752 -2.6689
```



Arrangement 3

Density functional theory data (ωB97M-V/def2-TZVPD) for a 3-piece molecular cluster, C3H11NO3 overall.

Computed properties:
Kohn-Sham gap, eV: 9.99
LUMO energy, eV: 0.70
Structure (SMILES): NCCC=O.O.O

XYZ file:
```
18
C3H11NO3 (ωB97M-V/def2-TZVPD)
N 2.6456 0.9749 -0.1513
C 1.8881 0.5500 1.0400
C 0.3712 0.5215 0.8072
C -0.4245 0.1468 2.0789
O -1.6170 0.0132 1.9379
H 2.5552 1.9425 -0.4179
H 2.2825 0.4112 -0.9133
H 2.1928 -0.4165 1.4445
H 2.0945 1.3610 1.7500
H 0.0411 -0.2679 0.1013
H 0.0594 1.4862 0.4147
H 0.1317 0.0283 3.0250
O -2.8690 -0.6212 -1.3057
H -2.7764 -0.3401 -0.3850
H -3.8210 -0.5619 -1.4253
O -0.6779 -1.5721 -2.9390
H -1.4093 -1.1736 -2.4462
H -0.6672 -2.4824 -2.6159
```



Most stable structure, least stable structure: arrangement 2, arrangement 3.



Arrangement 1

Density functional theory data (ωB97M-V/def2-TZVPD) for an isolated ion of composition C4H10NO and charge +1.

Computed properties:
Kohn-Sham gap, eV: 10.43
LUMO energy, eV: -4.23
Structure (SMILES): CC[C@H]([NH3+])C=O
Charge: +1

XYZ file:
```
16
C4H10NO (ωB97M-V/def2-TZVPD)
C -1.2466 0.1034 1.7724
C -1.0446 0.5689 0.3155
C 0.4017 0.3804 -0.0909
N 0.9391 1.4008 -1.1176
C 0.7138 -0.9958 -0.6657
O 0.2378 -2.0046 -0.2500
H -0.9843 -0.9572 1.8077
H -0.5416 0.5920 2.4331
H -2.3107 0.1531 1.9880
H -1.7752 0.0829 -0.3355
H -1.3921 1.6070 0.2569
H 1.0132 0.4474 0.8168
H 0.5392 1.1349 -2.0101
H 1.9569 1.3701 -1.1385
H 0.6221 2.3275 -0.8732
H 1.6655 -1.0592 -1.2550
```



Arrangement 2

Density functional theory data (ωB97M-V/def2-TZVPD) for an isolated ion of composition C4H10NO and charge +1.

Computed properties:
Kohn-Sham gap, eV: 11.54
LUMO energy, eV: -3.63
Structure (SMILES): CC[NH2+]CC=O
Charge: +1

XYZ file:
```
16
C4H10NO (ωB97M-V/def2-TZVPD)
C 1.9053 0.2994 1.2309
C 1.6236 -0.0785 -0.2016
N 0.2707 0.5971 -0.7086
C -0.9070 0.7033 0.2048
C -1.9047 -0.4147 -0.0960
O -1.4351 -1.3798 -0.6399
H 1.1385 -0.0941 1.9159
H 1.9743 1.3894 1.3697
H 2.8940 -0.0377 1.5750
H 2.4536 0.2336 -0.9503
H 1.4208 -1.1260 -0.2625
H 0.6284 1.5153 -0.9445
H 0.0461 -0.0278 -1.4811
H -1.2759 1.7394 0.1860
H -0.6502 0.7674 1.2879
H -2.8470 -0.4342 0.4317
```



Arrangement 3

Density functional theory data (ωB97M-V/def2-TZVPD) for a 2-piece molecular cluster, C4H10NO overall.

Computed properties:
Kohn-Sham gap, eV: 9.48
LUMO energy, eV: -4.82
Charge: +1

XYZ file:
```
16
C4H10NO (ωB97M-V/def2-TZVPD)
C -1.0341 0.7879 -1.3130
C -0.6433 0.7085 0.1098
C -0.6078 1.7551 0.9156
C -0.0889 -1.0231 1.6520
N 0.0886 -0.4782 0.5196
H -1.2444 -0.1888 -1.7751
H -2.0309 1.2472 -1.5733
H -0.3109 1.3670 -1.9602
H -0.2439 1.7251 1.9337
H -1.1446 2.6395 0.5832
H 0.4527 -1.9549 1.8664
H -0.7495 -0.6609 2.4426
H 0.5381 -1.0868 -0.1983
H 2.9155 -1.3204 -0.6389
H 2.0833 -2.1499 -1.5652
O 2.0200 -1.3674 -0.9989
```



Most stable structure, least stable structure: arrangement 1, arrangement 3.



Arrangement 1

Density functional theory data (ωB97M-V/def2-TZVPD) for an isolated ion of composition C4H10NO and charge +1.

Computed properties:
Kohn-Sham gap, eV: 12.50
LUMO energy, eV: -3.18
Structure (SMILES): CC1(C)[NH2+][C@@H]1O
Charge: +1

XYZ file:
```
16
C4H10NO (ωB97M-V/def2-TZVPD)
C 0.1831 -1.4894 0.1943
C 0.0873 -0.0091 -0.0305
C 1.2347 0.5526 -0.7425
N -0.4320 0.6826 1.1026
C -1.2361 0.4731 -0.4227
O -2.3610 -0.1588 -0.2974
H -0.6832 -1.9844 0.3105
H 0.9915 -1.7259 1.0329
H 0.5211 -1.8691 -0.7769
H 1.2513 0.1718 -1.7691
H 2.2324 0.1027 -0.4272
H 1.3610 1.6430 -0.4807
H 0.1013 1.4569 1.4454
H -0.8443 0.2144 1.8009
H -1.0551 1.3648 -0.9018
H -3.0463 0.3367 -0.5998
```



Arrangement 2

Density functional theory data (ωB97M-V/def2-TZVPD) for a 2-piece molecular cluster, C4H10NO overall.

Computed properties:
Kohn-Sham gap, eV: 9.13
LUMO energy, eV: -5.20
Charge: +1

XYZ file:
```
16
C4H10NO (ωB97M-V/def2-TZVPD)
C 1.7551 1.1252 -1.1158
C 1.2846 0.7283 0.2488
C 0.2725 -0.0725 0.5540
N -0.1910 -0.0227 1.9343
C -0.7685 -0.9610 2.5619
H 0.9446 1.4299 -1.7789
H 2.2495 0.2705 -1.5980
H 2.5040 1.9056 -1.0498
H 1.5821 1.4364 1.0090
H -0.2488 -0.8655 0.0502
H -0.2447 0.8963 2.3695
H -0.8878 -1.9373 2.1154
H -1.2857 -0.7468 3.4859
H -2.3311 -1.3701 -2.8559
H -2.1479 -0.2982 -3.9341
O -1.8301 -0.5729 -3.0615
```



Arrangement 3

Density functional theory data (ωB97M-V/def2-TZVPD) for a 2-piece molecular cluster, C4H10NO overall.

Computed properties:
Kohn-Sham gap, eV: 9.34
LUMO energy, eV: -4.62
Charge: +1

XYZ file:
```
16
C4H10NO (ωB97M-V/def2-TZVPD)
C 0.6751 0.4448 -2.5628
C 1.0984 -0.8002 3.0706
C -1.5800 0.9378 -1.7321
C 0.2083 -0.9321 1.9315
N -0.2234 0.2921 -1.6578
O 0.4165 -0.6945 0.7634
H 1.6272 0.0169 -2.4125
H 0.5010 0.8487 -3.5396
H 0.9706 -1.3591 3.9643
H 0.7130 0.1666 3.2935
H 2.1582 -0.8818 2.8588
H -2.0688 0.0451 -1.9697
H -1.5123 1.7024 -2.4611
H -2.0503 1.3845 -0.8794
H -1.0102 -1.0247 2.0984
H 0.0766 -0.1465 -0.7657
```



Arrangement 4

Density functional theory data (ωB97M-V/def2-TZVPD) for a 2-piece molecular cluster, C4H10NO overall.

Computed properties:
Kohn-Sham gap, eV: 9.47
LUMO energy, eV: -4.74
Charge: +1

XYZ file:
```
16
C4H10NO (ωB97M-V/def2-TZVPD)
C -1.3690 -0.7262 2.3953
C -0.6343 -0.5488 1.1193
C 0.1322 0.5101 0.8701
N 0.7411 0.6210 -0.4137
C 1.3122 1.6621 -0.8590
H -1.2214 0.1117 3.0777
H -1.0405 -1.6257 2.9217
H -2.4446 -0.8561 2.2578
H -0.6932 -1.3614 0.4076
H 0.2780 1.3516 1.5306
H 0.6566 -0.1879 -1.0480
H 1.7228 1.6280 -1.8603
H 1.4007 2.5556 -0.2606
H -0.3271 -1.9473 -2.7975
H -0.4321 -0.4696 -3.1335
O -0.0655 -1.0740 -2.4778
```



Most stable structure, least stable structure: arrangement 4, arrangement 1.



Arrangement 1

Density functional theory data (ωB97M-V/def2-TZVPD) for one molecule with the formula C3H7N5.

Computed properties:
Kohn-Sham gap, eV: 9.55
LUMO energy, eV: 0.54
Structure (SMILES): [H]/N=C\N/C(=N\[H])N/C=N/[H]

XYZ file:
```
15
C3H7N5 (ωB97M-V/def2-TZVPD)
H -3.0508 -0.3600 -1.4614
N -2.6323 -1.2920 -1.1843
C -1.6153 -1.2950 -0.3931
N -0.5057 -0.3730 -0.2397
C 0.5225 -0.4619 0.6731
N 0.8997 -1.5288 1.3094
H 0.3862 -2.3574 1.5982
N 1.3375 0.5942 0.7740
C 1.2833 1.8435 0.0540
N 0.6744 2.2658 -1.0008
H 1.1928 3.1560 -1.2026
H -1.5829 -2.2215 0.1413
H -0.4807 0.4651 -0.9206
H 2.0754 0.5212 1.5732
H 1.9007 2.6132 0.6586
```



Arrangement 2

Density functional theory data (ωB97M-V/def2-TZVPD) for C3H7N5 as an isolated structure.

Computed properties:
Kohn-Sham gap, eV: 7.87
LUMO energy, eV: 0.78

XYZ file:
```
15
C3H7N5 (ωB97M-V/def2-TZVPD)
N -0.2491 1.5194 0.4489
C -0.8476 0.6834 -0.4691
C 0.2108 0.0856 0.4629
C 0.7861 -0.3385 -0.7951
N -2.2369 0.4842 -0.4623
N 0.7293 -0.1033 1.7760
N 1.8711 -1.1214 -0.9723
N -0.1020 0.1732 -1.5754
H -0.8572 1.6389 1.2546
H -2.4804 -0.0249 -1.3100
H -2.7228 1.3730 -0.3764
H 1.6708 -0.4830 1.7737
H 0.1386 -0.6707 2.3722
H 1.9628 -1.4794 -1.9152
H 2.1266 -1.7364 -0.2123
```



Most stable structure, least stable structure: arrangement 1, arrangement 2.